(1)
{
  "formula": "C8H8NO2",
  "method": "ωB97M-V with the def2-TZVPD basis set",
  "elements": ["C", "C", "C", "C", "C", "C", "C", "C", "N", "O", "O", "H", "H", "H", "H", "H", "H", "H", "H"],
  "xyz": [[-0.885115, 2.028028, -2.234757], [-1.362655, 2.882219, -1.248901], [-0.198114, 0.847694, -1.928554], [-1.193642, 2.622412, 0.102571], [0.357034, -0.177763, 1.689292], [-0.090368, 0.667421, -0.596660], [-0.521414, 1.450416, 0.439686], [1.265543, -2.863677, 1.126047], [0.661312, -0.679962, 0.551700], [-0.267811, 0.984770, 1.704698], [1.204676, -1.819142, 0.156010], [-1.045048, 2.259225, -3.276531], [-1.885918, 3.778039, -1.544599], [0.178726, 0.178022, -2.680318], [-1.561049, 3.284239, 0.869779], [0.562767, -0.601250, 2.664431], [1.984614, -2.632953, 1.916215], [1.602530, -3.731649, 0.564182], [0.277369, -3.057947, 1.552413]],
  "forces_ev_per_angstrom": [[0.1, -0.2, -0.1], [0.0, 0.0, 0.1], [-0.1, 0.1, -0.3], [0.2, -0.4, 0.3], [0.5, -0.9, 0.2], [1.4, -2.5, 3.0], [-0.1, 0.1, -0.8], [0.0, -0.4, 0.6], [-2.1, 3.5, -2.3], [-0.2, 0.4, 0.1], [0.3, 0.1, -0.5], [0.0, 0.1, -0.1], [0.0, 0.1, 0.0], [0.1, -0.1, -0.1], [0.0, 0.1, 0.1], [0.0, -0.1, -0.1], [0.0, 0.1, -0.1], [0.0, 0.1, 0.0], [0.0, 0.1, -0.1]],
  "charge": 1,
  "relative_energy_ev": 1.873,
  "orbital_gap_ev": 9.800,
  "e_tot_ha": -514.4892,
  "multiplicity": 1,
  "homo_ha": -0.5060
}

***

(2)
{
  "formula": "C8H8NO2",
  "method": "ωB97M-V with the def2-TZVPD basis set",
  "elements": ["C", "C", "C", "C", "C", "C", "C", "C", "N", "O", "O", "H", "H", "H", "H", "H", "H", "H", "H"],
  "xyz": [[0.500557, 2.181114, 1.876323], [-0.249629, 1.084325, 2.281579], [0.592857, 2.540139, 0.559068], [-0.722527, 0.105527, 1.445972], [0.093751, 1.631395, -0.339925], [-0.538034, 0.423521, 0.064712], [-1.756025, -2.360558, -1.600587], [-0.267620, -2.418068, -2.109058], [-1.779806, -1.278815, -0.783585], [-2.543421, -3.171379, -1.860352], [-1.072347, -0.139611, -1.015549], [0.939407, 2.723973, 2.798641], [-0.450509, 0.881474, 3.289325], [1.002814, 3.386531, 0.246971], [-1.294407, -0.670099, 1.713393], [0.151919, 1.965665, -1.408520], [0.471204, -2.030219, -1.442587], [-0.260585, -2.099825, -3.170415], [0.134156, -3.486017, -2.330934]],
  "forces_ev_per_angstrom": [[0.7, 1.4, 3.3], [-0.5, -2.3, -0.6], [-1.4, -3.7, 0.7], [1.8, 3.6, -2.5], [0.4, 1.6, -1.3], [-0.3, 1.0, -0.1], [4.8, 0.5, -2.5], [0.5, -3.2, -1.7], [-1.1, 2.4, 3.1], [-2.5, -1.3, 0.1], [-0.5, -2.6, -0.4], [-0.6, -0.3, -2.1], [0.0, 0.2, 1.5], [1.8, 3.5, -1.2], [-1.8, -2.9, 1.2], [-0.3, -1.0, 0.9], [0.3, 0.9, 0.1], [0.0, 0.9, 0.8], [-1.4, 1.3, 0.9]],
  "charge": 1,
  "relative_energy_ev": 4.385,
  "orbital_gap_ev": [6.085, 7.708],
  "e_tot_ha": -514.3969,
  "multiplicity": 1,
  "homo_ha": [-0.5219, -0.5241]
}

***

(3)
{
  "formula": "C8H8NO4P",
  "method": "ωB97M-V with the def2-TZVPD basis set",
  "elements": ["C", "C", "C", "C", "C", "C", "C", "C", "N", "O", "O", "O", "O", "P", "H", "H", "H", "H", "H", "H", "H", "H"],
  "xyz": [[2.375447, -0.540464, -1.861017], [1.754847, -1.747958, -1.405621], [2.176658, 0.673714, -1.204366], [0.876110, -1.710351, -0.355725], [1.361355, 0.650411, -0.053103], [0.541439, -0.481625, 0.308883], [-2.675746, -0.748454, -0.032740], [-0.540375, -0.204989, 1.120042], [-2.681060, 0.346374, -0.555445], [0.315466, 1.757006, 2.863829], [-1.285321, 2.339146, 0.903479], [-2.725926, -1.930677, 0.112276], [-2.154862, 0.968755, 2.934097], [-0.873877, 1.197139, 2.141402], [3.049416, -0.353089, -2.780693], [2.093715, -2.706433, -1.847370], [2.727300, 1.568151, -1.568088], [0.149224, -2.483695, -0.377762], [1.199871, 1.607740, 0.384351], [-1.028334, -1.051679, 1.565246], [-1.385987, 1.678122, 0.199486], [-3.269358, 1.172855, -0.491160]],
  "forces_ev_per_angstrom": [[1.4, 0.0, -1.9], [1.9, 1.3, -1.1], [-0.9, -0.9, 1.8], [-0.6, 0.7, -0.3], [1.2, 0.5, -2.1], [0.8, 1.5, -0.7], [0.1, -1.1, -1.0], [0.0, -1.4, 1.5], [-1.2, 0.4, -0.6], [0.0, 0.1, -0.1], [0.4, -0.8, 0.5], [-0.1, 1.6, 0.3], [0.7, -0.2, -0.6], [-0.8, 1.2, 0.4], [-0.9, -1.4, 1.3], [-0.7, 0.5, 0.0], [-0.6, -0.5, 0.5], [-0.4, -1.1, 0.9], [-0.3, 0.3, 0.8], [-0.2, -0.5, 0.2], [0.0, 0.5, -0.2], [0.3, -0.7, 0.5]],
  "charge": -2,
  "orbital_gap_ev": 4.795,
  "e_tot_ha": -1006.7387,
  "multiplicity": 1,
  "homo_ha": 0.0418
}

***

(4)
{
  "formula": "C8H8NO5S",
  "method": "ωB97M-V with the def2-TZVPD basis set",
  "elements": ["C", "C", "C", "C", "C", "C", "C", "C", "N", "O", "O", "O", "O", "O", "S", "H", "H", "H", "H", "H", "H", "H", "H"],
  "xyz": [[2.448508, -1.802579, -0.063672], [2.872330, -0.713471, -0.733817], [1.147780, -1.902708, 0.416994], [1.998766, 0.405219, -0.833671], [0.242911, -0.818382, 0.346044], [0.727155, 0.377341, -0.209985], [0.647212, 2.878724, -0.330678], [-0.059124, 1.613656, -0.217378], [-1.385074, 1.591510, 0.101868], [-4.206515, -3.030670, -0.643542], [-2.042408, 0.567281, 0.262306], [-1.976154, 2.718961, 0.155631], [-5.014124, -1.133503, 0.707662], [-3.425227, -2.758116, 1.606705], [-4.028990, -2.126602, 0.472515], [3.150394, -2.512381, 0.260747], [3.865845, -0.535167, -1.049473], [0.994076, -2.732162, 1.072198], [2.264953, 1.401966, -1.116272], [-0.595218, -0.875677, 0.989784], [-0.124957, 3.651431, -0.100750], [0.972167, 3.021188, -1.301712], [1.525693, 2.714141, 0.208495]],
  "forces_ev_per_angstrom": [[-0.8, -0.7, 0.3], [-1.3, 3.4, -0.5], [-0.1, 1.5, 0.2], [-0.3, -1.3, 1.3], [2.5, -1.7, 0.4], [-1.3, 0.5, -1.0], [-2.5, 0.6, 0.4], [-0.8, -2.6, 0.7], [1.4, 2.5, -1.0], [0.9, 1.6, -0.3], [-1.1, -2.0, 0.5], [-0.4, 0.1, 0.1], [0.6, 1.1, -0.5], [1.1, 1.1, -0.1], [-2.4, -3.4, 0.8], [0.8, -1.2, 0.0], [1.0, -0.3, -0.3], [-0.7, -0.5, 0.2], [0.8, -0.1, -0.8], [-0.9, 0.2, -0.1], [1.3, -0.2, 0.4], [0.6, 0.6, -2.4], [1.5, 0.9, 1.6]],
  "charge": -1,
  "relative_energy_ev": 5.116,
  "orbital_gap_ev": [3.485, 3.486],
  "e_tot_ha": -1138.6567,
  "multiplicity": 1,
  "homo_ha": [-0.1132, -0.1132]
}

***

(5)
{
  "formula": "C8H8NOPS",
  "method": "ωB97M-V with the def2-TZVPD basis set",
  "elements": ["O", "C", "S", "N", "C", "P", "C", "C", "C", "C", "C", "C", "H", "H", "H", "H", "H", "H", "H", "H"],
  "xyz": [[-4.290459, -0.804697, 0.530205], [-3.126642, -0.795393, 0.214492], [-2.183643, -2.194076, -0.350388], [-0.788609, -1.243054, -0.466030], [0.596450, -1.900512, -0.704324], [1.498447, -1.712204, 0.932463], [-0.856252, 0.035812, -0.178818], [0.110702, 1.036594, -0.368772], [-0.260645, 2.331924, -0.016293], [-1.661348, 2.601428, 0.251727], [-2.604037, 1.647592, 0.272727], [-2.145988, 0.332317, 0.170440], [1.202536, -1.374595, -1.356689], [0.545944, -2.862089, -0.952055], [2.776154, -1.990937, 0.349401], [1.487424, -3.020444, 1.259675], [1.013826, 0.716244, -0.755657], [0.213758, 3.257229, 0.018242], [-2.094397, 3.649843, 0.389624], [-3.706876, 1.966628, 0.368414]],
  "forces_ev_per_angstrom": [[0.3, 0.0, -0.2], [0.7, 0.7, 0.0], [0.1, -0.2, 0.1], [4.1, -3.9, -1.9], [-2.1, 3.7, 3.8], [0.9, 0.8, -0.5], [-1.3, 1.4, -0.1], [-1.4, 1.2, 1.3], [-3.4, -1.2, 0.0], [0.7, 2.4, 0.0], [-1.9, -0.3, 0.5], [-3.3, 0.6, 0.4], [0.5, 1.2, -1.8], [-0.7, -3.8, -1.2], [-0.1, 0.4, 0.1], [-0.4, -1.6, 0.7], [2.0, 0.0, -0.5], [2.0, 0.8, -0.4], [1.4, -1.3, -0.2], [1.9, -1.1, 0.0]],
  "relative_energy_ev": 1.378,
  "orbital_gap_ev": 8.184,
  "e_tot_ha": -1179.1034,
  "multiplicity": 1,
  "homo_ha": -0.2921
}

***

(6)
{
  "formula": "C8H8O",
  "method": "ωB97M-V with the def2-TZVPD basis set",
  "elements": ["C", "C", "C", "C", "C", "C", "O", "C", "C", "H", "H", "H", "H", "H", "H", "H", "H"],
  "xyz": [[2.374335, -0.586242, -0.098521], [1.289838, -0.729282, -0.876067], [-0.027376, -0.186444, -0.428864], [-0.833287, 0.535970, -1.241038], [-2.096625, 0.942894, -0.534646], [-2.733695, -0.376243, -0.052538], [-3.189974, -1.425405, -0.363413], [-1.896227, 0.425993, 0.937849], [-0.445961, -0.204733, 1.003939], [3.268352, -0.959725, -0.389194], [2.279545, -0.038066, 0.879644], [1.139988, -1.359717, -1.751552], [-0.665098, 0.793079, -2.347780], [-2.645877, 1.765732, -0.912785], [-2.460803, 0.830300, 1.792785], [0.366888, 0.273725, 1.595487], [-0.685317, -1.266894, 1.192295]],
  "forces_ev_per_angstrom": [[-3.3, 1.2, 0.7], [-0.9, -0.1, 1.5], [0.6, 1.6, -1.7], [0.1, -0.2, -0.6], [-0.1, -1.9, -0.2], [2.0, 2.2, 0.2], [-0.5, -0.2, 0.1], [-0.3, -1.0, -0.4], [-1.4, -0.3, -0.4], [2.8, -1.1, -0.6], [0.3, -0.6, -1.3], [1.0, 0.3, -0.2], [-0.2, -0.7, 1.9], [-0.5, 0.9, 0.2], [0.6, 0.0, -0.4], [-1.0, -0.5, 0.2], [0.9, 0.3, 0.9]],
  "relative_energy_ev": 2.727,
  "orbital_gap_ev": 9.020,
  "e_tot_ha": -384.7432,
  "multiplicity": 1,
  "homo_ha": -0.3006
}

***

(7)
{
  "formula": "C8H8O2S2",
  "method": "ωB97M-V with the def2-TZVPD basis set",
  "elements": ["C", "C", "C", "C", "C", "S", "C", "C", "C", "S", "O", "O", "H", "H", "H", "H", "H", "H", "H", "H"],
  "xyz": [[-0.709855, 0.875605, 2.226449], [-0.215467, 0.288472, 0.973655], [-0.770230, -0.439864, -0.009897], [-2.076389, -1.050649, -0.045771], [-2.205786, -1.716271, -1.203527], [-0.859505, -1.845260, -2.285514], [-0.028382, -0.705979, -1.243804], [1.615465, -0.288038, -0.917799], [2.678726, 0.031119, -1.855988], [1.420858, 0.808610, 0.551349], [1.418508, 2.192347, 0.076637], [2.407671, 0.438992, 1.546993], [-1.431803, 0.073549, 2.684490], [-1.055252, 1.884536, 1.999573], [0.177303, 0.809722, 2.981989], [-2.712964, -0.953172, 0.787217], [-3.061000, -2.355341, -1.465328], [3.558810, -0.648033, -2.065341], [3.191060, 0.917717, -1.419526], [2.188425, 0.279015, -2.848677]],
  "forces_ev_per_angstrom": [[0.5, -2.8, 2.1], [1.3, 0.8, -0.1], [0.0, -0.3, -1.1], [1.5, 0.2, -1.2], [-1.9, -1.7, 0.2], [0.6, 1.4, 0.8], [5.7, 0.9, 2.3], [-5.9, -1.0, -0.1], [1.1, 0.8, -1.5], [0.9, -0.3, -1.8], [-0.1, -1.1, 0.6], [-0.7, 0.1, -0.2], [0.6, 2.1, -0.8], [-0.3, -0.1, 0.8], [-1.5, 0.8, -1.2], [-1.1, -0.2, 0.4], [0.3, 0.5, 0.1], [-1.4, 0.0, 0.5], [-0.3, -0.1, -0.7], [0.9, -0.1, 1.0]],
  "relative_energy_ev": 4.518,
  "orbital_gap_ev": [7.294, 6.994],
  "e_tot_ha": -1256.3237,
  "multiplicity": 1,
  "homo_ha": [-0.3079, -0.2894]
}

***

(8)
{
  "formula": "C8H8O3P",
  "method": "ωB97M-V with the def2-TZVPD basis set",
  "elements": ["C", "C", "C", "C", "C", "C", "C", "C", "O", "O", "O", "P", "H", "H", "H", "H", "H", "H", "H", "H"],
  "xyz": [[0.574506, 1.916627, 0.768382], [-0.121736, 1.482108, -0.357755], [0.292855, 1.325356, 1.979408], [-1.238844, 0.650295, -0.287091], [-0.880961, 0.648915, 2.106207], [-1.687193, 0.386118, 0.991483], [0.601900, -2.763522, 0.258929], [0.233157, -2.081811, -1.019150], [-3.432512, -0.883557, 2.701391], [1.678978, -3.244782, 0.570235], [-3.824055, -0.988974, 0.142019], [-2.925649, -0.855189, 1.276697], [1.414740, 2.476421, 0.795057], [0.261587, 1.797909, -1.233090], [1.034504, 1.504848, 2.707761], [-1.819338, 0.278603, -1.190258], [-1.066934, 0.293466, 3.080641], [-0.334022, -2.926768, -1.694332], [-0.510293, -1.210830, -0.932081], [1.053201, -1.664083, -1.759664]],
  "forces_ev_per_angstrom": [[-2.0, -2.6, -0.4], [-0.7, -0.2, 2.0], [-0.5, 0.9, -0.9], [-0.2, 1.1, -0.8], [0.7, 0.3, 0.1], [-0.2, -1.2, 1.0], [2.8, -0.8, 0.3], [-1.4, 0.1, -3.6], [0.6, 0.2, -0.6], [-2.8, 1.2, -0.7], [-1.5, -0.2, -2.5], [0.1, -0.7, 2.8], [2.6, 1.9, -0.9], [0.9, 1.0, -3.2], [0.2, -0.1, 1.4], [0.8, 0.7, 1.3], [-1.0, -0.7, 0.7], [1.2, 1.9, 1.8], [1.1, -1.8, 0.4], [-0.9, -1.0, 1.8]],
  "charge": -1,
  "relative_energy_ev": 4.647,
  "orbital_gap_ev": [4.715, 8.567],
  "e_tot_ha": -876.6895,
  "multiplicity": 1,
  "homo_ha": [-0.0720, -0.1892]
}

***

(9)
{
  "formula": "C8H8O4",
  "method": "ωB97M-V with the def2-TZVPD basis set",
  "elements": ["C", "C", "C", "C", "C", "C", "C", "C", "H", "H", "H", "H", "H", "H", "H", "H", "O", "O", "O", "O"],
  "xyz": [[2.646727, -1.551184, 0.077372], [1.288655, 0.261306, -0.097588], [1.260733, 1.592370, -0.291390], [-0.032431, 2.178662, 0.123474], [-1.151647, 1.293886, 0.158653], [-1.090561, -0.085376, 0.170117], [0.234271, -0.473302, 0.285665], [-2.128921, -1.086588, -0.056351], [2.953719, -1.830570, 1.399640], [1.446224, -1.887674, -0.415772], [3.790524, -1.997152, -1.145601], [2.173958, 2.343931, -0.516887], [-0.257150, 3.197528, 0.301437], [-2.436002, 2.615917, -0.096878], [0.275508, -1.488723, 0.768366], [-3.761142, -1.545488, -0.775844], [2.530337, -0.137154, 0.022539], [-2.480978, 1.599704, 0.173674], [-3.384526, -0.669611, -0.188244], [-1.877292, -2.330484, 0.103627]],
  "forces_ev_per_angstrom": [[-0.1, -1.1, -0.9], [1.0, 0.7, 0.8], [-2.9, 6.3, 0.9], [0.8, -2.6, -1.7], [-1.2, -0.8, -0.2], [2.6, 1.2, -0.6], [-2.1, -4.1, 1.1], [0.7, -4.0, 3.1], [-0.9, 0.3, -4.6], [4.5, -0.3, 1.6], [-2.7, 1.0, 3.4], [-2.2, -2.4, 0.7], [0.2, 1.1, -0.3], [-1.1, -2.9, 0.9], [0.5, 1.1, -0.9], [0.9, 3.3, 2.7], [3.1, -3.2, -0.1], [0.7, 6.3, -0.9], [-1.3, -3.7, -3.7], [-0.6, 3.9, -1.4]],
  "relative_energy_ev": 8.162,
  "orbital_gap_ev": 8.009,
  "e_tot_ha": -610.3229,
  "multiplicity": 1,
  "homo_ha": -0.3095
}

***

(10)
{
  "formula": "C8H8P2S2",
  "method": "ωB97M-V with the def2-TZVPD basis set",
  "elements": ["C", "C", "C", "C", "C", "C", "C", "C", "P", "P", "S", "S", "H", "H", "H", "H", "H", "H", "H", "H"],
  "xyz": [[-2.538030, -0.817149, -2.819015], [3.122160, -0.233638, 2.322397], [-1.936815, 0.479929, -2.321557], [1.820185, 0.251649, 2.684892], [-2.684852, -1.706353, -1.807406], [3.456375, -0.039031, 1.033612], [-1.821450, 0.469303, -1.049177], [1.101612, 0.768596, 1.616374], [-2.003694, -1.147599, -0.205940], [2.058942, 0.598477, 0.112890], [-0.957044, 2.317189, 0.136183], [-0.562955, 1.150997, 1.741758], [-2.875501, -0.883453, -3.878575], [3.479422, -0.890722, 2.989652], [-1.715153, 1.223840, -2.941021], [1.442110, 0.312693, 3.685561], [-2.949979, -2.697319, -1.951733], [4.444212, -0.233873, 0.464751], [-3.276052, -0.792487, 0.200927], [2.396509, 1.868951, -0.014573]],
  "forces_ev_per_angstrom": [[0.2, 0.7, 0.5], [-2.0, 1.1, -1.5], [-1.7, -3.6, -0.8], [-0.8, 1.0, -1.5], [0.9, 0.8, -0.9], [1.8, 0.3, -1.5], [0.4, -1.6, 3.2], [0.4, -0.5, 1.2], [-0.1, 0.8, -1.6], [-0.8, -2.0, -0.3], [1.1, 1.0, 1.9], [-0.2, 1.0, -1.3], [0.4, -0.4, 1.0], [2.5, -1.9, 2.3], [0.7, 3.2, -2.6], [-0.1, -0.4, 0.4], [-0.9, -1.7, -0.4], [-1.8, -0.1, 1.4], [-0.7, 0.1, 0.8], [0.6, 2.3, -0.4]],
  "relative_energy_ev": 0.405,
  "orbital_gap_ev": [5.923, 5.492],
  "e_tot_ha": -1788.4565,
  "multiplicity": 3,
  "homo_ha": [-0.2213, -0.3040]
}